5 unconnected molecules or ions with the total composition C15H19Cl9F9NO5S. Source: the Open Molecules 2025 dataset; level of theory: ωB97M-V/def2-TZVPD.

The calculation puts the energy at -175580.1191 eV. As for the frontier orbital gap: 10.5 eV. The LUMO energy is -0.1 eV. The SMILES is CC[C@H](Cl)N(C(=O)OC[C@@H]1CO1)S(=O)(=O)C(F)(F)C(F)(F)C(F)(F)C(F)(F)F.ClCCl.ClCCl.ClCCl.ClCCl. For the largest force on an atom, the calculation gives 5.323 eV/Å. The HOMO energy comes out at -10.62 eV.

Structure (XYZ):
```
59
Properties=species:S:1:pos:R:3:forces:R:3
C 5.341694 -2.881272 0.363098 -0.308 -0.710 -1.276
C 3.938909 -2.878888 -0.364274 0.885 0.303 1.155
C 3.142785 -1.619146 0.154864 1.779 -1.527 -0.842
Cl 3.204772 -1.618568 1.932851 -0.562 0.224 -0.399
N 1.797654 -1.583581 -0.516413 -1.456 1.430 -0.174
C 2.004197 -0.726978 -1.686304 -1.174 0.583 -0.398
O 2.539861 -1.168623 -2.627000 1.444 -1.234 -1.267
O 1.542781 0.553780 -1.712462 0.206 -0.728 0.991
C 2.568300 1.524774 -1.977609 1.269 2.057 2.173
C 2.834355 2.324295 -0.611630 -1.556 0.499 -0.725
C 1.565733 3.137508 -0.066521 4.164 -2.938 -1.535
O 2.788155 3.739959 -0.708966 -1.375 -1.401 0.908
S 0.499686 -1.088786 0.437228 0.612 1.419 3.105
O 0.775907 0.213927 0.977600 -0.269 0.135 -0.896
O 0.153767 -2.043095 1.443403 0.130 -0.925 -1.015
C -1.074826 -0.936095 -0.581382 -1.178 -1.017 -0.385
F -1.884727 -1.984867 -0.266713 0.615 0.224 0.202
F -0.872304 -1.026651 -1.904172 0.322 0.608 0.311
C -1.915367 0.333212 -0.174127 0.446 -0.105 -0.885
F -1.266442 1.403233 -0.664934 -0.181 -0.155 0.444
F -2.059044 0.412421 1.164819 0.394 0.037 -0.368
C -3.375537 0.340101 -0.769073 -0.622 0.859 -0.117
F -3.550703 -0.427939 -1.856428 0.551 -0.144 0.389
F -3.623805 1.619925 -1.159642 0.069 -0.467 0.268
C -4.515928 -0.013049 0.254598 -1.414 -0.177 -0.927
F -4.799755 0.999486 1.071710 0.720 -0.334 0.041
F -5.637165 -0.191695 -0.489985 0.339 0.104 0.022
F -4.328330 -1.153196 0.897120 0.507 0.337 0.216
H 5.308193 -3.400876 1.332541 0.042 0.596 -0.288
H 6.016899 -3.467566 -0.298360 -0.239 0.367 0.515
H 5.743642 -1.852928 0.410259 -0.101 -0.524 0.304
H 3.398736 -3.827469 -0.155123 0.430 0.993 -0.081
H 4.164410 -2.803440 -1.441748 -0.641 0.168 0.399
H 3.736484 -0.751464 -0.207466 -0.571 -0.207 0.560
H 2.238599 2.283685 -2.704635 -0.031 -0.648 0.102
H 3.548562 1.091931 -2.236482 -0.766 -0.245 -0.468
H 3.504604 1.845163 0.144037 -0.382 0.695 -0.726
H 1.708499 2.864831 0.986128 -0.993 1.123 -0.149
H 0.850194 2.696088 -0.768695 -0.603 1.268 0.703
C -3.473553 0.672057 3.942639 0.099 -0.007 -0.035
Cl -3.319547 1.520225 5.485313 0.068 0.028 -0.035
Cl -4.970487 -0.265563 3.866081 0.006 -0.046 0.117
H -3.475988 1.402229 3.140557 -0.096 0.016 0.112
H -2.630816 -0.002920 3.827830 -0.080 -0.017 0.103
C 4.682117 5.887613 1.619958 -0.137 0.130 -0.108
Cl 4.357919 4.360775 2.447185 -0.085 -0.041 0.058
Cl 6.336476 5.949031 1.001198 -0.017 0.065 -0.024
H 3.991724 5.986036 0.787670 0.085 -0.157 -0.008
H 4.539039 6.703215 2.321556 0.103 -0.105 0.039
C -8.144284 0.582058 -2.471231 0.061 0.026 0.087
Cl -8.840473 -0.992661 -2.870577 0.040 -0.033 0.080
Cl -8.502840 1.781088 -3.719882 0.042 0.064 0.045
H -8.561112 0.921281 -1.528236 -0.077 -0.024 -0.101
H -7.068385 0.477908 -2.383931 -0.067 -0.026 -0.124
C -0.286453 -4.874714 -0.240482 -0.193 -0.008 -0.009
Cl -0.647976 -6.371136 0.625837 -0.069 0.026 -0.002
Cl 1.396193 -4.835741 -0.790910 -0.430 -0.197 -0.139
H -0.939096 -4.803464 -1.105650 0.107 -0.121 -0.009
H -0.455903 -4.035464 0.424959 0.138 -0.115 0.068
```
Positions in Å, forces in eV/Å.

Now the Mulliken charges, all in e: number 1, C, carries -1.26; number 2, C, carries -0.16; number 3, C, carries 0.07; number 4, Cl, carries -0.10; number 5, N, carries 0.76; number 6, C, carries -0.07; number 7, O, carries -0.50; number 8, O, carries -0.08; number 9, C, carries -0.81; number 10, C, carries 0.27; number 11, C, carries -0.50; number 12, O, carries -0.46; number 13, S, carries 0.87; number 14, O, carries -0.55; number 15, O, carries -0.61; number 16, C, carries 0.43; number 17, F, carries -0.26; number 18, F, carries -0.28; number 19, C, carries 0.59; number 20, F, carries -0.27; number 21, F, carries -0.23; number 22, C, carries 0.61; number 23, F, carries -0.29; number 24, F, carries -0.31; number 25, C, carries 0.57; number 26, F, carries -0.24; number 27, F, carries -0.24; number 28, F, carries -0.20; number 29, H, carries 0.35; number 30, H, carries 0.39; number 31, H, carries 0.31; number 32, H, carries 0.06; number 33, H, carries 0.32; number 34, H, carries 0.13; number 35, H, carries 0.35; number 36, H, carries 0.41; number 37, H, carries 0.41; number 38, H, carries 0.30; number 39, H, carries 0.22; number 40, C, carries 0.07; number 41, Cl, carries -0.18; number 42, Cl, carries -0.17; number 43, H, carries 0.11; number 44, H, carries 0.18; number 45, C, carries -0.19; number 46, Cl, carries -0.15; number 47, Cl, carries -0.16; number 48, H, carries 0.18; number 49, H, carries 0.33; number 50, C, carries 0.15; number 51, Cl, carries -0.16; number 52, Cl, carries -0.17; number 53, H, carries 0.26; number 54, H, carries -0.10; number 55, C, carries 0.19; number 56, Cl, carries -0.18; number 57, Cl, carries -0.16; number 58, H, carries 0.29; number 59, H, carries -0.16

---

C15H19ClF3NO in the gas phase. Source: the Open Molecules 2025 dataset; level of theory: ωB97M-V/def2-TZVPD.

The calculation puts the energy at -40074.7301 eV. As for the frontier orbital gap: 9.5 eV. The LUMO energy is 0.6 eV. The SMILES is CCCC(F)(CCC)C(=O)Nc1cc(F)c(F)c(C)c1Cl. For the largest force on an atom, the calculation gives 4.258 eV/Å. The HOMO energy comes out at -8.85 eV.

Structure (XYZ):
```
40
Properties=species:S:1:pos:R:3:forces:R:3
O 1.744120 -0.515918 0.231574 -2.494 -1.505 1.154
F 4.072428 3.730646 1.365486 -0.930 -0.253 -0.447
F 2.718177 5.764005 0.140275 -0.100 0.153 0.143
F -1.873134 -1.104696 0.968881 1.582 0.085 1.332
Cl -1.452382 2.914998 -0.308914 -0.071 0.209 -0.427
C 0.564198 -0.388132 0.626004 2.370 2.845 -2.102
C 2.173804 2.349583 1.131747 0.062 -1.048 0.170
C 2.810473 3.504042 0.914303 -0.664 3.256 -0.605
C 2.063053 4.612589 0.336493 2.463 -1.307 0.741
C 0.238134 3.163756 0.048403 -0.765 0.846 0.737
C 0.868720 2.120540 0.684594 0.566 0.514 -0.611
C 0.776143 4.474689 -0.038439 -1.245 -0.228 -1.224
N 0.174923 0.940720 0.839144 -1.607 -3.248 1.084
C -0.042500 5.628802 -0.625197 1.782 0.633 1.113
C -1.273293 -1.538003 -3.217949 -0.943 0.132 -1.301
C -0.254894 -5.185747 1.675639 -2.451 -0.579 -0.393
C -1.405027 -0.781430 -1.892495 0.419 -2.884 0.305
C -0.933392 -3.813173 1.506368 -0.934 -0.924 -0.906
C -0.875594 -1.849261 -0.899599 1.141 -0.844 -0.552
C 0.090165 -2.700299 1.213234 -0.863 -1.493 -0.843
C -0.551797 -1.520802 0.575395 -0.032 1.598 -2.779
H 2.736558 1.647394 1.683181 0.238 -1.116 0.358
H -0.816989 0.953025 0.997388 -0.299 0.798 0.095
H 0.193099 6.561621 -0.074410 0.016 -0.515 -0.132
H 0.195138 5.878328 -1.662652 -0.298 -0.515 0.005
H -1.055940 5.414084 -0.413483 -1.111 -0.041 -0.416
H -1.310181 -2.626845 -3.066228 0.296 0.299 0.147
H -2.158274 -1.404240 -3.898373 1.000 0.467 0.354
H -0.325232 -1.284950 -3.719714 -0.482 -0.174 -0.020
H 0.307028 -5.191729 2.563417 0.768 -0.322 1.287
H 0.420208 -5.322806 0.856689 0.374 -0.339 -0.584
H -1.036919 -6.056061 1.679835 1.498 1.597 0.092
H -2.418792 -0.626526 -1.679554 -1.537 0.485 0.337
H -0.908266 0.145300 -1.862270 0.878 1.074 -0.018
H -1.534746 -3.523672 2.375352 0.166 -0.190 -0.015
H -1.703876 -3.992378 0.678481 1.134 0.776 0.882
H 0.047485 -2.280072 -1.394184 -0.780 0.436 0.771
H -1.624415 -2.704080 -0.867317 0.865 1.123 -0.038
H 0.524649 -2.332396 2.124028 0.793 -0.482 0.476
H 0.837140 -3.060909 0.404870 -0.807 0.678 1.832
```
Positions in Å, forces in eV/Å.

Now the Mulliken charges, all in e: number 1, O, carries -0.64; number 2, F, carries -0.30; number 3, F, carries -0.33; number 4, F, carries -0.49; number 5, Cl, carries -0.27; number 6, C, carries -0.19; number 7, C, carries -0.34; number 8, C, carries -0.10; number 9, C, carries 0.72; number 10, C, carries 0.65; number 11, C, carries -0.26; number 12, C, carries 0.21; number 13, N, carries -0.17; number 14, C, carries -1.52; number 15, C, carries -1.27; number 16, C, carries -1.32; number 17, C, carries -0.04; number 18, C, carries -0.28; number 19, C, carries -1.59; number 20, C, carries -0.72; number 21, C, carries 1.64; number 22, H, carries 0.51; number 23, H, carries 0.34; number 24, H, carries 0.35; number 25, H, carries 0.30; number 26, H, carries 0.46; number 27, H, carries 0.33; number 28, H, carries 0.35; number 29, H, carries 0.33; number 30, H, carries 0.36; number 31, H, carries 0.36; number 32, H, carries 0.31; number 33, H, carries 0.30; number 34, H, carries 0.23; number 35, H, carries 0.33; number 36, H, carries 0.23; number 37, H, carries 0.48; number 38, H, carries 0.25; number 39, H, carries 0.59; number 40, H, carries 0.20